{"formula": "C3H8FNO", "method": "ωB97M-V with the def2-TZVPD basis set", "symbols": ["C", "C", "C", "N", "O", "F", "H", "H", "H", "H", "H", "H", "H", "H"], "coordinates": [[1.76989, -0.52191, -1.22126], [-1.83836, -0.84949, 0.18749], [-1.30409, 0.78641, 1.78290], [1.91743, 0.75008, -0.51201], [-1.34913, -0.40762, 1.27475], [1.14549, 1.71667, -1.16014], [0.74478, -0.77945, -1.40398], [2.07091, -0.45370, -2.23755], [2.37522, -1.27001, -0.71911], [-2.39203, -0.34737, -0.62209], [1.32618, 0.75986, 0.37694], [-1.64048, -1.86603, 0.03690], [-1.17623, 0.82827, 2.87877], [-1.64957, 1.65428, 1.33840]], "lowdin_charge": [-0.1074, -0.0652, -0.0520, -0.0854, -0.1331, -0.1353, 0.0506, 0.0617, 0.0877, 0.0925, 0.1152, 0.0504, 0.0760, 0.0441], "orbital_gap_ev": [8.167, 8.437], "de_lowest_kj_mol": 670.9}

{"formula": "C56H115N11O4", "method": "ωB97M-V with the def2-TZVPD basis set", "symbols": ["C", "C", "C", "O", "H", "H", "H", "H", "H", "H", "H", "C", "C", "C", "O", "H", "H", "H", "H", "H", "H", "H", "C", "C", "N", "C", "C", "N", "C", "C", "H", "H", "H", "H", "H", "H", "H", "H", "H", "H", "H", "C", "C", "N", "C", "C", "N", "C", "C", "H", "H", "H", "H", "H", "H", "H", "H", "H", "H", "H", "C", "C", "N", "C", "C", "N", "C", "C", "H", "H", "H", "H", "H", "H", "H", "H", "H", "H", "H", "C", "C", "N", "C", "C", "N", "C", "C", "H", "H", "H", "H", "H", "H", "H", "H", "H", "H", "H", "C", "C", "C", "N", "C", "C", "C", "C", "C", "H", "H", "H", "H", "H", "H", "H", "H", "H", "H", "H", "H", "H", "H", "H", "H", "H", "H", "C", "C", "C", "N", "C", "C", "C", "C", "C", "H", "H", "H", "H", "H", "H", "H", "H", "H", "H", "H", "H", "H", "H", "H", "H", "H", "H", "C", "C", "C", "N", "C", "C", "C", "C", "C", "H", "H", "H", "H", "H", "H", "H", "H", "H", "H", "H", "H", "H", "H", "H", "H", "H", "H", "C", "C", "O", "O", "H", "H", "H"], "coordinates": [[-19.94306, -1.21562, 17.90266], [-20.18550, -1.68366, 19.37248], [-20.90461, -3.06261, 19.20286], [-19.16920, -1.70946, 20.29515], [-19.53522, -0.19174, 17.85187], [-20.87754, -1.26086, 17.34257], [-19.20853, -1.86942, 17.40832], [-20.95023, -0.98006, 19.80054], [-20.26772, -3.76294, 18.66562], [-21.84388, -2.94109, 18.64908], [-21.19340, -3.43450, 20.18503], [-24.91740, -2.44999, 22.25142], [-24.14713, -3.48294, 23.05914], [-23.49131, -4.51266, 22.14046], [-23.29848, -2.92285, 23.96006], [-24.25557, -1.84450, 21.58531], [-25.42812, -1.64792, 22.80372], [-25.72242, -2.86329, 21.61871], [-24.96133, -4.04444, 23.57550], [-24.13721, -5.38818, 21.97240], [-22.65303, -4.95904, 22.68604], [-23.22263, -4.18872, 21.12580], [-20.29111, 0.41482, 14.89341], [-18.83709, 0.80660, 14.76794], [-18.51662, 1.36323, 13.42910], [-19.39397, 1.46418, 12.38124], [-18.72897, 2.05335, 11.36522], [-17.49434, 2.36624, 11.82665], [-17.36696, 1.88336, 13.04668], [-16.44297, 3.10723, 11.10733], [-20.59281, 0.10286, 15.89471], [-20.49620, -0.45120, 14.26454], [-20.98494, 1.21651, 14.62944], [-18.25154, -0.11043, 14.88991], [-18.54578, 1.48108, 15.57282], [-20.41288, 1.13584, 12.40524], [-19.10750, 2.36571, 10.40773], [-16.47395, 2.04927, 13.62186], [-16.76997, 3.32331, 10.09571], [-15.50573, 2.56569, 11.12964], [-16.34308, 4.08593, 11.57859], [-16.28980, -6.22559, 14.83930], [-15.27664, -5.16611, 15.29912], [-15.44175, -4.82014, 16.70350], [-16.39338, -3.94781, 17.20518], [-16.19157, -3.84518, 18.53127], [-15.06578, -4.60757, 18.78884], [-14.59882, -5.08139, 17.65687], [-14.31216, -4.62710, 20.03613], [-17.28714, -5.76928, 14.86594], [-16.34583, -7.07955, 15.51151], [-16.10635, -6.52399, 13.81188], [-15.44753, -4.29015, 14.66783], [-14.25114, -5.45868, 15.07943], [-17.19546, -3.62791, 16.56498], [-16.60021, -3.19476, 19.30658], [-13.74721, -5.73468, 17.54714], [-13.92862, -5.63489, 20.20806], [-14.88706, -4.27255, 20.87462], [-13.38263, -4.07303, 19.88498], [-17.87359, 2.59127, 21.09294], [-18.13009, 1.31514, 20.32826], [-17.32548, 1.29147, 19.10813], [-17.04713, 2.37110, 18.30559], [-16.24086, 1.94865, 17.33632], [-16.15529, 0.57298, 17.46466], [-16.81697, 0.22514, 18.53960], [-15.44612, -0.33991, 16.55153], [-16.82518, 2.82951, 21.24757], [-18.39465, 2.52616, 22.04720], [-18.33481, 3.44621, 20.58743], [-19.18193, 1.17725, 20.07206], [-17.92903, 0.45831, 20.96707], [-17.45318, 3.33175, 18.56730], [-15.63116, 2.51474, 16.65519], [-16.96843, -0.77029, 18.93454], [-15.57554, -1.36076, 16.88837], [-14.37609, -0.11781, 16.68022], [-15.60171, -0.11214, 15.50206], [-23.45057, 4.33418, 24.33132], [-23.00334, 3.68390, 23.03315], [-22.91452, 2.22785, 23.12435], [-23.94247, 1.41438, 23.52770], [-23.44858, 0.14965, 23.56182], [-22.15832, 0.22413, 23.14694], [-21.86858, 1.47417, 22.80464], [-21.32869, -0.94842, 22.95499], [-23.82482, 5.34037, 24.14072], [-22.61858, 4.42383, 25.02266], [-24.29289, 3.80429, 24.77280], [-22.01954, 4.08934, 22.77444], [-23.57604, 3.95673, 22.14230], [-24.95872, 1.72740, 23.67586], [-23.79182, -0.84236, 23.89822], [-20.89290, 1.84412, 22.55180], [-21.70212, -1.54615, 22.13267], [-21.31479, -1.57256, 23.84442], [-20.28795, -0.63997, 22.83543], [-22.41052, -2.49625, 14.60230], [-22.70995, -3.27901, 13.30170], [-21.76174, -4.42321, 13.08798], [-21.95180, -5.20092, 11.79530], [-23.22021, -5.99934, 11.85820], [-20.78095, -6.07168, 11.47058], [-20.19255, -5.55927, 10.15881], [-21.38108, -4.91864, 9.46070], [-22.05650, -4.22776, 10.62889], [-21.31069, -2.47969, 14.70519], [-22.72741, -3.00416, 15.50776], [-22.65225, -1.44648, 14.45789], [-22.72942, -2.59384, 12.46050], [-23.69313, -3.73345, 13.43389], [-21.80087, -5.18702, 13.86952], [-20.68002, -4.22794, 13.04779], [-23.32914, -6.47388, 10.88590], [-24.05624, -5.36777, 12.12531], [-23.09907, -6.77491, 12.61824], [-21.09147, -7.10716, 11.37001], [-20.06686, -6.02870, 12.28953], [-19.77780, -6.39612, 9.59919], [-19.39291, -4.83994, 10.33191], [-22.11427, -5.55527, 8.97320], [-21.00729, -4.15089, 8.78369], [-23.07074, -3.86597, 10.49617], [-21.47178, -3.36177, 10.95036], [-28.28960, 3.53361, 17.97025], [-27.23062, 2.84481, 18.76905], [-26.76205, 1.60258, 18.08698], [-25.81533, 0.76980, 18.90547], [-26.50390, 0.10576, 20.06810], [-24.65001, 1.57647, 19.39051], [-23.55900, 0.55886, 19.71499], [-23.86834, -0.62879, 18.80708], [-25.14814, -0.26019, 18.07308], [-28.60136, 4.48432, 18.38824], [-29.17229, 2.88296, 17.98064], [-28.04684, 3.65039, 16.91459], [-27.48464, 2.76456, 19.82745], [-26.35008, 3.50547, 18.84024], [-26.26456, 1.82729, 17.14774], [-27.60571, 0.93814, 17.88743], [-26.72362, 0.86402, 20.80883], [-25.88461, -0.69584, 20.46681], [-27.41104, -0.34422, 19.67169], [-24.98123, 2.17353, 20.23727], [-24.29310, 2.27153, 18.63091], [-23.63047, 0.31236, 20.77855], [-22.56979, 0.99323, 19.58379], [-23.94865, -1.59399, 19.30616], [-23.07643, -0.78356, 18.07254], [-25.76446, -1.12199, 17.82289], [-24.85649, 0.13589, 17.09919], [-20.13951, -3.53249, 26.38649], [-19.11871, -4.27480, 25.51965], [-19.88266, -4.96689, 24.42414], [-19.14618, -6.03222, 23.61689], [-18.64999, -7.09144, 24.53999], [-20.12237, -6.65799, 22.67983], [-19.99543, -5.81980, 21.37480], [-18.77767, -4.91655, 21.54483], [-18.02764, -5.43413, 22.75355], [-19.69604, -2.96666, 27.20825], [-20.77344, -4.23796, 26.93192], [-20.79695, -2.87006, 25.82056], [-18.63685, -4.94805, 26.22756], [-18.39260, -3.57975, 25.09540], [-20.22777, -4.22692, 23.69970], [-20.77651, -5.47709, 24.77984], [-18.09980, -6.62083, 25.34137], [-18.05315, -7.81682, 23.99946], [-19.54850, -7.55780, 24.93690], [-19.81765, -7.67134, 22.44492], [-21.14378, -6.52022, 23.00812], [-19.93531, -6.44201, 20.48573], [-20.94264, -5.28851, 21.31147], [-18.29857, -4.68448, 20.61251], [-19.20739, -3.95310, 21.84083], [-17.32402, -6.25912, 22.68469], [-17.63957, -4.60706, 23.34179], [-20.95223, -6.34116, 16.85122], [-22.04752, -7.23844, 16.24228], [-22.55547, -8.05573, 16.99890], [-22.28864, -7.03873, 15.00567], [-20.61014, -6.77298, 17.78928], [-21.30622, -5.33302, 17.05062], [-20.11382, -6.25468, 16.14206]], "lowdin_charge": [-0.0962, -0.6457, -0.0629, -0.3046, 0.0462, 0.0386, 0.0643, 0.0944, 0.0628, 0.0587, 0.0458, -0.1139, -0.6691, -0.0670, -0.3021, 0.0409, 0.0630, 0.0814, 0.1234, 0.0825, 0.0397, 0.0552, -0.0819, -0.1436, -0.0192, 0.0025, 0.0120, -0.0773, -0.0366, 0.0520, 0.0482, 0.0658, 0.0955, 0.1225, 0.1151, 0.1340, 0.1532, 0.1673, 0.1103, 0.1078, 0.1132, -0.0439, -0.1594, -0.0371, -0.0161, 0.0034, -0.0727, -0.0267, 0.0340, 0.0696, 0.0913, 0.0892, 0.1249, 0.1341, 0.1345, 0.1288, 0.1899, 0.1122, 0.0991, 0.1114, -0.0646, -0.1711, -0.0139, -0.0018, -0.0209, -0.0683, -0.0393, 0.0339, 0.0968, 0.0788, 0.0767, 0.1200, 0.1207, 0.1406, 0.1410, 0.1492, 0.0725, 0.1143, 0.0864, -0.0469, -0.1760, -0.0572, -0.0041, -0.0063, -0.0626, -0.0348, 0.0086, 0.0918, 0.0901, 0.0780, 0.1235, 0.1192, 0.1390, 0.1166, 0.1494, 0.0898, 0.0768, 0.0919, -0.0807, -0.2088, -0.1430, -0.2541, 0.0426, -0.0928, -0.1377, -0.1351, -0.1214, 0.0567, 0.0829, 0.0625, 0.0992, 0.1192, 0.1079, 0.1298, 0.1153, 0.1034, 0.1063, 0.1455, 0.1286, 0.1284, 0.1167, 0.1280, 0.1262, 0.1392, 0.1226, -0.0812, -0.2601, -0.1316, -0.2646, 0.0704, -0.1067, -0.1386, -0.1424, -0.1080, 0.0912, 0.0937, 0.0892, 0.1218, 0.1131, 0.1415, 0.1477, 0.1096, 0.0833, 0.1260, 0.1254, 0.1432, 0.0879, 0.1087, 0.1093, 0.0974, 0.1536, 0.1343, -0.0793, -0.2199, -0.1237, -0.2713, 0.0278, -0.0806, -0.1271, -0.1491, -0.0598, 0.0840, 0.0933, 0.0657, 0.1074, 0.1103, 0.1330, 0.1445, 0.0945, 0.1118, 0.1251, 0.1404, 0.1220, 0.1150, 0.0749, 0.0887, 0.0963, 0.1282, 0.1202, -0.0549, -0.7806, -0.0118, -0.1303, 0.0482, 0.0325, 0.0427], "total_charge": 4, "orbital_gap_ev": 4.221}

| no. | molecular weight (g/mol) |
| --- | --- |
| 1 | 93.10 |
| 2 | 1006.61 |